Density functional theory data (ωB97M-V/def2-TZVPD) for 7 unconnected molecules or ions with the total composition C10H24Br6N4O8 in a non-equilibrium geometry.

multiplicity: 2
total charge: -1
highest occupied orbital energy (alpha / beta): -1.4674 / -4.7177 eV
frontier orbital gap (alpha / beta): 3.67 / 6.92 eV
lowest unoccupied orbital energy (alpha / beta): 0.0810 / 0.0809 Eh
maximum force: 3.850 eV Å⁻¹

```
52
C10H24Br6N4O8, DFT ωB97M-V/def2-TZVPD
Br -3.9789 4.4122 2.1176
C -2.2633 4.4338 3.2089
C -1.1802 3.6343 2.4556
Br 0.5433 3.5722 3.4830
H -2.6019 4.0216 4.1594
H -1.9338 5.4687 3.3008
H -0.9499 4.1625 1.5304
H -1.6249 2.6501 2.3081
Br -0.0262 1.1443 -5.9183
C 1.6597 0.4719 -5.1311
C 1.3256 -0.3725 -3.8739
Br 3.0429 -0.6760 -2.9869
H 2.3005 1.3354 -4.9523
H 2.1953 -0.1989 -5.8028
H 0.7872 -1.3182 -3.9365
H 0.7848 0.2563 -3.1667
Br 6.9310 -0.3272 0.0671
C 4.9592 -0.7621 0.0864
C 4.7773 -2.2576 -0.0760
Br 2.9438 -2.6702 0.5121
H 4.4243 -0.1602 -0.6483
H 4.5787 -0.5503 1.0857
H 5.3504 -2.7957 0.6791
H 5.0292 -2.5988 -1.0801
C -3.8177 1.3742 0.6403
N -3.6387 -0.0858 0.8575
O -3.6697 -0.4514 2.0574
O -3.6600 -0.8798 -0.0839
H -4.3135 1.7456 1.5372
H -4.2107 1.5984 -0.3513
H -2.8398 1.8442 0.7445
C 1.4490 0.9837 0.4247
N 0.2474 0.0779 0.6822
O -0.5085 0.2612 1.6964
O 0.0671 -0.8949 -0.0622
H 1.1778 2.0164 0.6440
H 1.5336 0.9310 -0.6607
H 2.2533 0.4669 0.9482
C -1.8022 -2.1279 -2.4255
N -2.1735 -0.7349 -2.8549
O -1.9494 0.2267 -2.1434
O -2.6933 -0.6134 -3.9624
H -1.7172 -2.6402 -3.3838
H -2.5951 -2.4590 -1.7548
H -0.8531 -2.1807 -1.8920
C -0.2351 -3.0884 2.6312
N -0.7619 -2.3066 3.8069
O -0.0762 -2.2140 4.7956
O -1.9097 -1.8784 3.6583
H 0.8433 -3.1123 2.4744
H -0.6577 -2.6222 1.7411
H -0.5627 -4.1118 2.8139
```